The following is a DFT calculation (ωB97M-V/def2-TZVPD) of C16H14AsFMoO11S as an isolated structure.

For the HOMO energy (alpha / beta), the calculation gives -8.426 / -9.224 eV. For the relative energy (zero: lowest compared OMol25 entry of this formula, charge and spin), the calculation gives 0.0 kcal/mol. The spin multiplicity is 3. For the HOMO-LUMO gap (alpha / beta), the calculation gives 7.21 / 8.45 eV. The value obtained for the LUMO energy (alpha / beta) is -1.22 / -0.77 eV.

Element x y z (Å)
Mo: -0.052 -0.560 0.219
O: -3.572 1.597 -0.179
C: -3.104 0.399 0.050
O: -1.964 0.087 -0.253
C: -4.029 -0.564 0.750
O: -3.435 -1.820 0.853
C: -3.041 -2.245 2.144
C: -1.567 -2.106 2.554
O: -1.275 -2.475 3.662
O: -0.702 -1.627 1.695
H: -2.837 2.173 -0.493
H: -4.953 -0.631 0.169
H: -4.287 -0.124 1.720
H: -3.254 -3.312 2.208
H: -3.626 -1.748 2.921
O: 1.989 1.022 2.844
As: 2.811 0.789 1.319
O: 4.351 0.349 1.502
O: 1.851 -0.393 0.492
C: 2.674 2.480 0.370
C: 3.893 3.144 0.318
C: 3.996 4.396 -0.282
C: 2.883 4.995 -0.841
C: 1.660 4.335 -0.816
C: 1.567 3.095 -0.216
S: 0.027 2.247 -0.264
O: -1.023 3.128 -0.702
O: -0.160 1.662 1.073
O: 0.245 1.087 -1.195
H: 2.549 0.645 3.538
H: 4.765 2.668 0.749
H: 4.956 4.895 -0.306
H: 2.956 5.970 -1.303
H: 0.778 4.775 -1.259
F: -0.078 -5.424 -3.604
C: -0.087 -4.359 -2.776
C: 0.632 -4.427 -1.599
C: 0.610 -3.330 -0.752
C: -0.116 -2.179 -1.076
C: -0.825 -2.156 -2.277
C: -0.817 -3.245 -3.137
H: 1.191 -5.321 -1.361
H: 1.171 -3.377 0.176
H: -1.391 -1.276 -2.560
H: -1.360 -3.241 -4.072